Entry 1:
A 10-piece molecular cluster, C63H50N3O22S2 overall, computed with ωB97M-V with the def2-TZVPD basis set.

Results
Kohn-Sham gap = 7.1 eV
Highest occupied orbital energy = -11.21 eV
E = -5046.0742 a.u.

Geometry as ORCA input:
```
! RIJCOSX wB97M-V def2-TZVPD def2/J DEFGRID3
* xyz 1 1
C -2.38576 -1.22154 7.57214
C -0.55147 -3.57639 -0.57786
C -0.84760 -1.39230 0.66216
N 2.56144 2.04958 3.30547
H 5.69189 -0.49999 1.92275
H 4.97275 3.06857 3.07593
C -9.48106 3.50034 0.51024
O -6.19808 2.56705 -2.56010
O -3.88695 -2.42462 -0.83602
H -2.37153 -7.63421 -2.33080
O 0.99344 -8.35463 -5.16804
C -4.85258 -2.68414 -8.16487
C -5.91178 0.28610 -2.05058
H 8.43203 3.12660 4.03910
H -2.29341 -4.33304 -1.52331
C -8.36315 -0.08898 -3.48622
H -1.05619 -0.05392 8.74092
C 0.03617 -2.49766 0.23786
O 6.62022 2.97702 0.30995
C -5.15659 -3.90782 -5.96215
C 5.71933 8.07137 -0.35948
H -4.76404 -4.62629 -5.25151
H 2.14233 -0.09426 1.07236
C -1.60695 0.34530 5.31348
H -0.36755 -0.61960 1.24927
O -0.20452 1.47650 6.80656
C 0.55914 6.42226 0.22625
H -4.24055 -2.52466 -9.04356
C 4.92388 -6.48994 -1.27532
C -7.89125 1.15088 -3.38296
O -3.36031 -5.69827 -3.74744
H 4.49788 -4.60271 -0.23960
H 2.91950 2.87546 3.76464
C 3.02854 -7.54055 -2.43641
O -8.07154 -2.36685 -2.96067
C -6.62940 1.43478 -2.65104
C -7.64897 -1.23373 -2.87146
H 6.34897 1.12236 3.10660
H 0.81696 8.45488 1.00534
S 4.08058 2.20715 0.97652
C -7.80874 1.76394 0.95797
C 2.15029 -6.43142 -1.99686
C -0.54809 -6.65148 -5.68972
C -1.82831 -7.41250 -3.24081
H -0.00453 -6.43115 -6.59962
H 2.09358 -4.55509 -0.87029
C 7.18517 1.45524 3.71953
H 8.08798 5.69060 -2.43352
C 8.01466 -1.28414 2.00461
H 1.11750 3.57274 2.09667
C 0.66149 4.97791 0.58032
H 5.83311 1.58520 5.36300
O -7.85983 -1.68419 -6.56545
O -3.28607 -4.24453 -7.35126
C -2.13041 -1.34760 0.31542
H -1.25309 0.99622 4.52311
O 1.21599 -2.49653 0.55418
C -4.33941 -3.66605 -7.17497
H -4.98990 0.51097 -1.53231
C -6.38472 -0.95125 -2.15881
C 6.52062 8.60440 -1.27781
C -1.83653 -3.55613 -0.92082
C -9.60481 2.07072 2.60361
C -2.36481 -6.31557 -4.07712
O 0.96979 -6.39803 -2.29838
C 6.48658 3.20388 1.47333
H 6.70384 0.06394 5.25190
H 0.41874 4.27114 -0.20347
H 6.75058 3.50748 4.21564
O 0.22112 6.76677 -0.88033
C -1.03341 0.59849 6.65222
C 7.41632 6.29130 -1.83354
C 7.43532 7.75555 -2.08917
C 2.91646 1.59312 2.08150
H -7.85773 3.09347 -0.78606
H -0.32013 -8.87931 -3.00413
O 1.73297 5.20814 3.94506
C -8.38202 2.85387 0.12973
C 1.37555 5.59281 2.84514
C -8.50626 1.42485 2.22384
C -0.73252 -8.07459 -3.59775
C 4.03812 -5.37847 -0.83889
O 4.96942 6.12371 0.73031
N 1.34235 0.25003 2.94011
C -6.30445 -3.26398 -5.76521
H 5.04644 8.66827 0.24309
C -6.81763 -2.27695 -6.74909
H 2.56796 -8.31213 -3.04163
H 4.97927 -8.36504 -2.40769
O -6.80455 1.16566 0.62515
H -2.79350 -0.54167 0.60623
H 6.54844 9.66754 -1.47902
O 8.16410 8.24048 -2.92256
O -11.18110 3.74933 2.11964
H -10.12878 1.83858 3.52198
C 2.75318 -5.35406 -1.17607
C -1.64306 -5.98547 -5.33300
H -6.91130 -3.42384 -4.88197
O -3.77232 -2.35745 6.04137
C 7.45413 2.94094 3.60764
C -5.99995 -2.04007 -7.96749
H 8.22952 -1.55208 0.97888
H 8.61338 -1.90529 2.66364
O 8.35841 0.69370 3.42140
H 0.11154 -4.37418 -0.88214
H 1.16345 1.32146 4.77059
H -9.91574 4.29970 -0.07627
C -10.18122 3.16084 1.77519
H -2.92238 -0.82317 4.12897
H 7.53186 1.54619 5.86083
C 0.89647 7.41241 1.28475
H -2.05814 -5.18309 -5.93222
H -5.87463 -1.80700 -1.74024
H -8.39066 2.00213 -3.82847
C -2.96124 -1.48085 6.22458
C 4.31613 -7.56705 -2.09968
H 1.53504 7.72887 3.28295
C 6.80782 1.13908 5.16371
O 6.09488 -6.51111 -0.96988
S 6.26275 -1.64157 2.32390
N 2.15887 0.51859 1.88019
H -8.07043 0.62614 2.81068
C -2.49648 -0.61878 5.10324
H -2.73576 -1.86174 8.37151
C -2.72619 -2.44120 -0.50342
H -6.38989 -1.31789 -8.67355
H 4.73441 4.31672 1.85488
C 1.60792 1.18905 3.79562
C 5.70820 6.61284 -0.11277
C 6.61386 5.76169 -0.91378
C 1.03496 4.60678 1.80026
H -9.27377 -0.32422 -4.02195
C 1.27908 7.02647 2.50038
C 8.43127 0.15384 2.15817
C 5.08818 3.29899 2.02276
H 6.57607 4.69818 -0.70038
O 8.86662 0.77303 1.25052
O 7.52639 3.43819 2.25986
C -1.48986 -0.25694 7.77026
C -0.00763 -7.74740 -4.84860
*
```

Atom charges from the Löwdin analysis, given in e for atoms 1 to 4: atom 1 (C): 0.036, atom 2 (C): 0.034, atom 3 (C): 0.006, atom 4 (N): 0.137



Entry 2:
An isolated ion of composition C3H7NO2 and charge +1, computed with ωB97M-V with the def2-TZVPD basis set.

Results
Kohn-Sham gap (spin up / spin down) = 10.5 / 5.6 eV
Highest occupied orbital energy (spin up / spin down) = -15.20 / -15.18 eV
E = -323.3727 a.u.

Geometry as ORCA input:
```
! RIJCOSX wB97M-V def2-TZVPD def2/J DEFGRID3
* xyz 1 2
C -0.97126 -0.99738 1.11430
H -1.37199 -0.43150 1.94935
C 0.31903 -0.36436 0.58725
H -1.70401 -1.00637 0.29865
H 0.98718 -1.14643 0.20351
H -0.78216 0.48703 -1.06951
O -0.81217 -2.33695 1.52762
H 1.83311 1.74634 -0.41252
C 0.92501 1.50629 -0.97427
H 0.89852 0.19573 1.32557
O 0.63173 1.97991 -2.04945
N 0.05210 0.55349 -0.47566
H 0.08886 -2.57028 1.77014
*
```

Atom charges from the Löwdin analysis, given in e for atoms 1 to 4: atom 1 (C): -0.207, atom 2 (H): 0.136, atom 3 (C): -0.093, atom 4 (H): 0.133



Entry 3:
A 8-piece molecular cluster, C37H53BF13IN4O25PS overall, computed with ωB97M-V with the def2-TZVPD basis set.

Results
Kohn-Sham gap = 7.6 eV
Highest occupied orbital energy = -10.66 eV
E = -5901.8122 a.u.

Geometry as ORCA input:
```
! RIJCOSX wB97M-V def2-TZVPD def2/J DEFGRID3
* xyz 1 1
C 5.64599 -1.26711 -2.70018
O -1.68874 -0.99518 4.28241
O -0.05546 -4.97783 -5.07668
O 5.49074 0.09064 0.42061
H 11.31840 -1.34064 -2.69925
C 9.48457 -0.29263 -3.27010
H -2.83776 -2.63597 2.54776
C 4.94214 -0.02562 1.47333
C -2.24733 -4.53920 -4.62423
O -3.75246 -5.06176 8.13278
O -1.42323 -3.76553 -3.75837
H -1.50097 1.46210 -0.35248
O 10.17298 1.46105 -0.45656
C 2.56691 7.97533 -9.11146
C -2.70801 0.61142 1.29495
O -0.13789 6.09287 -3.05120
H 2.59158 -0.36561 2.93802
C -0.36862 -2.69574 0.50157
H 9.01581 -1.25667 -3.47123
H 1.69728 3.63783 1.00956
F -5.10555 -2.30135 0.11257
N 1.10497 -2.66122 0.83522
O -3.59695 -0.35962 -1.45394
F -4.38421 -1.88773 4.13723
F -5.28488 -6.10881 6.85997
I -2.70897 2.23871 4.06826
O 0.81215 -3.44195 -3.66972
H -0.53340 4.45557 -0.11846
F -7.16381 -1.40107 4.26095
C -4.10988 -4.23509 1.14480
H -1.43829 -1.14696 -0.61400
O 1.53984 7.34866 -3.87818
C -7.15737 -0.07202 3.85765
H 1.48821 -3.61124 0.80506
C -1.70455 1.71785 0.74856
C -5.01715 -5.69730 8.12406
H -0.65661 -4.66881 0.91808
H 0.12821 -2.58254 -1.49785
O 0.27255 -0.71725 2.92731
H 1.56159 -2.04853 0.15098
H -1.27813 -6.48804 -4.39917
H 6.44826 -1.38940 -1.96759
N -4.77688 0.16039 2.82996
H -0.30772 -1.60162 5.72331
C 0.33240 7.83296 -4.43635
H -4.99939 -6.55864 8.79724
C 1.05410 2.93667 0.38996
N -0.95625 -3.77148 1.31419
C -3.67655 1.13021 2.47940
H -5.36840 2.17620 -0.91603
H -3.13260 -2.80763 -0.19695
F -1.60164 -6.02942 -6.32553
O 3.95001 0.79560 1.91105
C -2.08189 -0.84687 1.58619
H 4.13890 0.19494 -3.23401
O 6.12882 -1.58243 -3.99411
H -5.45673 0.25472 2.02129
C -3.84602 -4.08337 9.07969
C 1.20866 6.19878 -3.23260
C -2.12008 -2.81518 6.03674
C 3.47502 0.24613 3.13487
H 5.22304 0.70365 -1.92343
P -3.97153 0.59909 -0.16599
F -6.03140 1.98443 3.71726
O -4.45380 2.17262 -0.56233
C -1.31404 -5.62315 -5.06737
H -0.85843 7.98101 -2.63232
O 1.72647 9.11406 -9.26200
H 0.22919 7.46813 -5.45902
H -0.19264 3.18961 -1.46414
C 0.83851 9.08710 -8.23188
H 5.37763 -0.00064 4.18545
H -2.30147 2.69863 0.69430
S -0.12276 2.08664 1.55849
H -7.75864 0.49220 4.64832
H -0.60984 -2.81221 4.35474
O 11.28597 0.66932 -2.25592
C -3.84760 -2.71134 0.66424
C 10.18336 0.84162 -1.47401
H -0.20401 -0.50919 0.48126
C -1.10957 -2.07494 5.05621
F 11.58955 -0.18233 -4.31590
C -3.31927 -1.82537 1.89051
F 0.36784 9.18554 -4.43430
C 6.53965 -0.39881 -4.52900
H -2.59027 -3.91489 -5.45343
H -5.20241 -4.41244 1.40581
F -7.81590 0.18207 2.64731
H -3.07224 -2.25172 6.25402
C 0.26168 3.85554 -0.65616
O 7.24298 -0.30524 -5.48801
N -0.36067 -3.26546 -0.90858
O 1.99941 5.37877 -2.87414
H -3.38293 -4.58319 1.92965
O 6.05726 0.66332 -3.83022
H -5.41442 -1.81263 2.45978
C 10.97128 -0.39741 -3.13047
H -6.27552 -3.98408 7.70587
C -1.06036 -1.27558 0.45950
O -5.14055 -3.83533 9.42026
C -0.70867 7.32120 -3.49105
H -3.91554 -4.88779 0.22417
H -4.23457 1.98891 1.95715
H -1.59783 -3.00803 7.03308
H 3.48395 8.26653 -8.59257
F 4.62214 -2.10652 -2.40295
H -4.36795 -0.83569 -1.81205
F -5.27979 0.50155 5.21056
O 0.05250 9.95038 -8.00233
C -0.13199 -4.00679 -4.12706
O 5.23565 -0.99153 2.38653
H 1.76240 2.22069 -0.13388
H -6.83319 -4.98784 9.05971
H -1.32938 -3.35725 -1.23763
H 1.00033 4.58406 -1.13488
O 0.95514 7.94189 -7.49718
H 9.18293 0.41369 -4.04719
H 0.72190 -1.56602 3.10414
O 9.09476 0.21075 -1.99626
B -1.16895 -0.88400 2.96196
F 2.46868 6.27694 -7.48421
C 1.71269 7.05367 -8.29749
H 1.03928 6.42517 -8.88685
H 3.20614 1.03298 3.84003
H -3.11749 -4.92847 -4.09469
H -2.31352 -3.84621 5.58072
C -5.95137 -4.60650 8.54440
O -2.91015 -3.51994 9.55436
H 2.83144 7.55170 -10.08048
C 5.16302 0.13987 -2.85408
F 4.24114 -1.65315 4.29439
C 4.64564 -0.56211 3.59853
H -0.59420 -3.68179 2.27701
H -1.66984 7.15636 -3.97836
C -5.70244 0.62414 3.92341
C -4.46219 -1.29178 2.83732
*
```

Atom charges from the Löwdin analysis, given in e for atoms 1 to 4: atom 1 (C): -0.321, atom 2 (O): -0.043, atom 3 (O): 0.151, atom 4 (O): 0.171